No. 1
{"formula": "C3H9INS", "method": "wB97M-V/def2-TZVPD", "species": ["C", "C", "C", "N", "S", "I", "H", "H", "H", "H", "H", "H", "H", "H", "H"], "positions_angstrom": [[0.902, 1.067, 0.071], [0.113, -1.177, -0.316], [0.016, 0.191, -0.718], [1.403, -1.707, 0.216], [-1.028, 0.610, -1.899], [-2.345, 1.072, 1.603], [1.931, 0.865, -0.281], [0.831, 0.737, 1.200], [0.786, 2.241, -0.026], [-0.616, -1.177, 0.498], [-0.232, -1.698, -1.189], [1.297, -2.733, 0.025], [-3.768, 1.356, 1.329], [1.587, -1.637, 1.209], [-0.877, 1.991, -1.721]], "homo_lumo_gap_ev": 8.08, "charge": 1, "energy_ha": -870.0046}

No. 2
{"formula": "C3H9ISi", "method": "wB97M-V/def2-TZVPD", "species": ["C", "C", "C", "Si", "I", "H", "H", "H", "H", "H", "H", "H", "H", "H"], "positions_angstrom": [[1.750, 0.624, -0.236], [-0.933, -0.817, -0.626], [-1.790, 0.923, 0.795], [0.907, -1.136, -0.443], [-0.960, 0.438, 2.626], [1.138, 1.129, 0.539], [2.800, 0.773, -0.250], [1.572, 1.291, -1.101], [-1.443, -0.229, -1.419], [-1.486, -1.649, -0.177], [-1.201, 1.543, 0.183], [-2.851, 0.718, 0.630], [0.952, -1.605, 0.997], [1.544, -2.004, -1.518]], "homo_lumo_gap_ev": [7.99, 8.14], "charge": 0, "energy_ha": -706.7406}

No. 3
{"formula": "C3H9ISi", "method": "wB97M-V/def2-TZVPD", "species": ["C", "Si", "C", "C", "I", "H", "H", "H", "H", "H", "H", "H", "H", "H"], "positions_angstrom": [[1.985, -0.758, -0.277], [0.906, 0.659, 0.422], [-0.886, 0.286, 0.848], [-1.886, 0.113, -0.673], [-3.926, -0.171, -0.282], [2.092, -0.712, -1.367], [2.935, -0.829, 0.326], [1.433, -1.719, -0.272], [0.932, 1.357, -0.766], [1.777, 0.955, 1.539], [-0.937, -0.731, 1.366], [-1.339, 1.070, 1.489], [-1.710, 1.086, -1.172], [-1.376, -0.605, -1.180]], "smiles": "C[SiH2]CCI", "homo_lumo_gap_ev": 9.84, "charge": 0, "energy_ha": -706.8165}